# C4H8O2

The molecule C4H8O2 (ωB97M-V with the def2-TZVPD basis set, the Open Molecules 2025 dataset).

The geometry in XYZ format:
```
14
Properties=species:S:1:pos:R:3
C -0.108 0.931 1.115
C -0.112 -0.551 0.808
C -0.460 -0.982 -0.586
O -1.177 -0.145 -1.454
C 0.946 -0.540 -0.324
O 1.309 0.748 -0.977
H 0.476 1.056 2.034
H 0.530 1.387 0.229
H -1.098 1.377 1.206
H -0.234 -1.349 1.585
H -0.620 -2.044 -0.770
H -1.900 0.266 -0.965
H 1.857 -1.110 -0.283
H 0.591 0.955 -1.615
```

Highest occupied orbital energy, eV: -9.56
Total energy, eV: -8369.9347
LUMO energy, hartree: 0.0269
Orbital gap, eV: 10.29

In elementary charge units, the Löwdin charges are: -0.089 -0.201 -0.292 -0.010 -0.199 -0.084 0.080 0.089 0.064 0.149 0.147 0.109 0.136 0.102

# C4H8O2

The molecule C4H8O2 (ωB97M-V with the def2-TZVPD basis set, the Open Molecules 2025 dataset).

The geometry in XYZ format:
```
14
Properties=species:S:1:pos:R:3
C -0.518 -0.760 2.092
C -0.050 -0.217 0.798
C -0.081 -0.640 -0.428
C 0.642 0.283 -1.624
O -0.333 0.645 -2.552
O 1.333 1.319 -1.105
H -1.111 -1.657 1.932
H 0.325 -1.031 2.730
H -1.132 -0.031 2.622
H 0.437 0.906 0.872
H -0.745 -1.369 -0.861
H 1.321 -0.410 -2.130
H -0.939 1.274 -2.141
H 0.850 1.688 -0.205
```

Highest occupied orbital energy, eV: -9.77
Total energy, eV: -8370.6942
LUMO energy, hartree: 0.0287
Orbital gap, eV: 10.55

In elementary charge units, the Löwdin charges are: -0.102 -0.202 -0.012 -0.491 -0.005 -0.042 0.075 0.079 0.076 0.130 0.104 0.147 0.099 0.143

# C4H8O2

A cluster of 2 separate species, C4H8O2 in total (ωB97M-V with the def2-TZVPD basis set, the Open Molecules 2025 dataset).

The geometry in XYZ format:
```
14
Properties=species:S:1:pos:R:3
C -0.014 -2.270 0.190
C -0.177 -0.903 0.380
O -1.347 -0.355 0.077
C 0.864 -0.116 0.932
C 0.654 1.162 1.325
H -0.871 -2.860 -0.122
H 0.930 -2.765 0.317
H -1.208 0.289 -0.656
H 1.830 -0.611 1.017
H -0.329 1.600 1.145
H 1.368 1.789 1.856
H -1.263 1.562 -2.515
H 0.164 1.981 -2.138
O -0.602 1.497 -1.805
```

Net charge: +1
Highest occupied orbital energy (alpha / beta), eV: -15.06 / -15.85
Spin multiplicity: 2
Total energy, eV: -8363.2275
LUMO energy (alpha / beta), hartree: -0.1864 / -0.2880
Orbital gap (alpha / beta), eV: 9.99 / 8.01

In elementary charge units, the Löwdin charges are: 0.288 -0.330 0.099 -0.043 0.189 0.117 0.105 0.093 0.132 0.102 0.105 0.089 0.081 -0.028

# C4H8O2S

The molecule C4H8O2S (ωB97M-V with the def2-TZVPD basis set, the Open Molecules 2025 dataset).

The geometry in XYZ format:
```
15
Properties=species:S:1:pos:R:3
O 1.871 1.007 1.334
C 0.833 1.527 1.033
O 0.246 2.487 1.773
C -0.054 1.019 -0.113
C -0.479 -0.440 0.044
C -0.305 -1.256 -1.280
S -0.762 -2.974 -1.051
H 0.477 2.410 2.709
H 0.478 1.195 -1.053
H -0.870 1.738 -0.010
H -0.233 -1.010 0.888
H -1.565 -0.317 0.086
H 0.772 -1.190 -1.452
H -0.864 -0.695 -2.019
H 0.457 -3.499 -0.890
```

Highest occupied orbital energy, eV: -9.21
Total energy, eV: -19207.6082
LUMO energy, hartree: 0.0252
Orbital gap, eV: 9.90

In elementary charge units, the Löwdin charges are: 0.108 -0.522 0.095 -0.105 -0.257 -0.587 0.710 0.128 0.126 0.112 0.085 0.103 0.074 0.074 -0.144

# C4H8O2S

The molecule C4H8O2S (ωB97M-V with the def2-TZVPD basis set, the Open Molecules 2025 dataset).

The geometry in XYZ format:
```
15
Properties=species:S:1:pos:R:3
O 1.939 -0.165 1.095
C 1.794 0.179 -0.312
C 0.421 -0.080 -0.790
O -0.398 1.216 -0.889
C -1.048 1.355 0.388
C -1.707 -0.083 0.768
S -0.660 -1.310 -0.236
H 2.982 0.384 1.276
H 1.998 1.218 -0.669
H 2.508 -0.484 -0.901
H 0.740 0.008 -1.893
H -1.967 1.935 0.367
H -0.496 1.753 1.312
H -1.537 -0.404 1.868
H -2.760 -0.081 0.440
```

Highest occupied orbital energy, eV: -8.71
Total energy, eV: -19204.7318
LUMO energy, hartree: 0.0181
Orbital gap, eV: 9.20

In elementary charge units, the Löwdin charges are: -0.163 -0.320 -0.661 -0.184 -0.250 -0.352 0.907 0.229 0.135 0.131 0.144 0.095 0.133 0.092 0.063

# C4H8O2S2

A cluster of 3 separate species, C4H8O2S2 in total (ωB97M-V with the def2-TZVPD basis set, the Open Molecules 2025 dataset).

The geometry in XYZ format:
```
16
Properties=species:S:1:pos:R:3
C 1.107 -0.465 2.130
C 0.059 -2.022 -0.250
O 0.574 -2.902 0.454
O -1.088 -1.504 -0.168
C 1.232 0.796 1.749
S 1.088 1.569 -1.503
S -0.695 2.283 -1.089
C -1.745 1.054 -1.848
H 1.895 -1.203 2.043
H 0.132 -0.870 2.366
H 0.712 -1.624 -1.073
H 2.184 1.314 1.838
H 0.433 1.339 1.261
H -1.598 0.095 -1.319
H -1.482 0.887 -2.885
H -2.809 1.251 -1.705
```

Net charge: -1
Highest occupied orbital energy (alpha / beta), eV: -4.27 / -4.26
Spin multiplicity: 2
Total energy, eV: -30042.8218
LUMO energy (alpha / beta), hartree: 0.1097 / 0.0574
Orbital gap (alpha / beta), eV: 7.26 / 5.82

In elementary charge units, the Löwdin charges are: -0.090 -0.689 -0.126 -0.157 -0.137 0.127 0.316 -0.498 0.052 0.051 0.083 0.035 -0.022 0.000 0.024 0.031

# C4H8O2Se

A cluster of 2 separate species, C4H8O2Se in total (ωB97M-V with the def2-TZVPD basis set, the Open Molecules 2025 dataset).

The geometry in XYZ format:
```
15
Properties=species:S:1:pos:R:3
C -0.839 1.106 -0.009
C 0.460 1.665 -0.500
C -0.715 -0.476 0.231
C 0.734 -0.822 0.666
O -1.009 -1.228 -0.981
O 1.300 -1.872 0.012
Se 1.896 0.728 0.526
H -1.192 1.477 0.927
H -1.662 1.324 -0.629
H 0.620 1.377 -1.624
H 0.646 2.704 -0.423
H -1.413 -1.046 0.946
H 0.741 -1.010 2.467
H -0.332 -1.230 -1.708
H 0.767 -2.697 0.100
```

Highest occupied orbital energy (alpha / beta), eV: -6.13 / -9.02
Spin multiplicity: 3
Total energy, eV: -73712.4062
LUMO energy (alpha / beta), hartree: 0.0224 / -0.0660
Orbital gap (alpha / beta), eV: 6.74 / 7.22

In elementary charge units, the Löwdin charges are: -0.216 -0.436 -0.340 -0.707 -0.089 -0.096 1.006 0.101 0.096 0.108 0.038 0.161 0.128 0.115 0.131

# C4H8O3

A cluster of 2 separate species, C4H8O3 in total (ωB97M-V with the def2-TZVPD basis set, the Open Molecules 2025 dataset).

The geometry in XYZ format:
```
15
Properties=species:S:1:pos:R:3
O -1.365 1.519 -2.108
C -1.140 0.390 -1.658
C -0.155 0.143 -0.481
C 0.793 -1.054 -0.841
C 1.778 -1.294 0.295
O 1.919 -2.406 0.800
H -1.608 -0.553 -2.013
H -0.830 -0.204 0.453
H 0.352 1.155 -0.254
H 0.302 -1.903 -1.093
H 1.359 -0.647 -1.648
H 2.309 -0.417 0.500
O -1.096 1.552 2.387
H -0.788 1.621 3.255
H -1.831 2.094 2.406
```

Highest occupied orbital energy, eV: -9.79
Total energy, eV: -10418.4924
LUMO energy, hartree: 0.0211
Orbital gap, eV: 10.37

In elementary charge units, the Löwdin charges are: 0.020 -0.246 -0.158 -0.157 -0.226 0.043 0.122 0.152 0.139 0.078 0.112 0.101 0.005 0.012 0.003

# C4H8O3

The molecule C4H8O3 (ωB97M-V with the def2-TZVPD basis set, the Open Molecules 2025 dataset).

The geometry in XYZ format:
```
15
Properties=species:S:1:pos:R:3
O -0.900 0.690 2.526
C -0.523 0.846 1.401
O -1.335 1.186 0.259
C 0.805 0.504 0.999
C 0.642 -0.638 -0.067
C -0.626 -0.964 -0.891
O -0.801 -0.006 -2.034
H -0.846 0.818 -0.519
H 1.729 0.589 1.556
H 1.112 1.247 0.430
H 1.170 -1.445 0.817
H 1.475 -0.261 -0.959
H -1.487 -0.891 -0.048
H -0.661 -1.938 -1.468
H 0.246 0.263 -2.001
```

Highest occupied orbital energy, eV: -10.39
Total energy, eV: -10415.7601
LUMO energy, hartree: 0.0114
Orbital gap, eV: 10.70

In elementary charge units, the Löwdin charges are: 0.139 -0.492 0.013 -0.164 -0.149 -0.254 -0.131 0.026 0.143 0.059 0.204 0.160 0.169 0.135 0.142

# C4H8O3

A cluster of 2 separate species, C4H8O3 in total (ωB97M-V with the def2-TZVPD basis set, the Open Molecules 2025 dataset).

The geometry in XYZ format:
```
15
Properties=species:S:1:pos:R:3
C -1.741 0.899 -0.919
C -0.868 0.066 0.008
O -1.569 -1.047 0.497
C 0.391 -0.439 -0.696
O 0.681 -1.621 -0.650
H -1.248 1.837 -1.200
H -2.668 1.139 -0.391
H -1.995 0.335 -1.822
H -0.560 0.700 0.850
H -1.058 -1.818 0.194
H 1.015 0.260 -1.275
C 2.416 -0.096 1.357
O 1.704 0.767 0.907
H 2.396 -1.130 0.962
H 3.105 0.146 2.178
```

Highest occupied orbital energy, eV: -10.03
Total energy, eV: -10418.7350
LUMO energy, hartree: 0.0145
Orbital gap, eV: 10.43

In elementary charge units, the Löwdin charges are: -0.039 -0.423 -0.027 -0.233 0.026 0.084 0.084 0.086 0.134 0.081 0.136 -0.070 -0.021 0.092 0.090

# C4H8O3

The molecule C4H8O3 (ωB97M-V with the def2-TZVPD basis set, the Open Molecules 2025 dataset).

The geometry in XYZ format:
```
15
Properties=species:S:1:pos:R:3
C -1.403 1.886 0.551
O -0.834 0.593 0.704
C -0.514 -0.107 -0.841
O -1.236 0.220 -1.711
C 0.809 -0.499 -0.465
C 0.978 -1.590 0.576
O 1.691 -0.573 -1.539
H -0.662 2.600 0.169
H -1.767 2.214 1.526
H -2.233 1.825 -0.160
H 0.320 0.560 0.488
H 0.234 -1.520 1.374
H 1.975 -1.523 1.023
H 0.882 -2.588 0.121
H 1.759 -1.499 -1.816
```

Highest occupied orbital energy, eV: -8.41
Total energy, eV: -10416.6624
LUMO energy, hartree: 0.0264
Orbital gap, eV: 9.13

In elementary charge units, the Löwdin charges are: -0.090 -0.183 -0.254 0.175 -0.408 -0.046 0.007 0.099 0.091 0.089 0.166 0.084 0.085 0.084 0.100

# C4H8O3

The molecule C4H8O3 (ωB97M-V with the def2-TZVPD basis set, the Open Molecules 2025 dataset).

The geometry in XYZ format:
```
15
Properties=species:S:1:pos:R:3
C -1.033 1.101 -0.873
C -0.523 0.406 0.374
O -1.557 0.404 1.342
C -0.120 -1.046 0.093
O 1.101 -1.129 -0.662
C 2.209 -0.679 -0.067
O 2.297 -0.264 1.061
H -1.867 0.545 -1.315
H -0.234 1.182 -1.617
H -1.381 2.106 -0.620
H 0.353 0.942 0.755
H -1.145 0.207 2.194
H -0.871 -1.532 -0.536
H -0.024 -1.610 1.028
H 3.046 -0.737 -0.777
```

Highest occupied orbital energy, eV: -10.40
Total energy, eV: -10419.9982
LUMO energy, hartree: 0.0310
Orbital gap, eV: 11.25

In elementary charge units, the Löwdin charges are: -0.035 -0.438 -0.026 -0.119 -0.020 -0.343 0.069 0.088 0.086 0.086 0.133 0.101 0.136 0.135 0.147

# C4H8O3

The molecule C4H8O3 (ωB97M-V with the def2-TZVPD basis set, the Open Molecules 2025 dataset).

The geometry in XYZ format:
```
15
Properties=species:S:1:pos:R:3
C 1.290 -0.035 1.243
C -0.155 0.055 0.791
O -0.864 0.798 1.769
C -0.294 0.771 -0.553
O 0.316 0.026 -1.620
C -0.402 -0.997 -2.094
O -1.488 -1.340 -1.702
H 1.699 0.970 1.391
H 1.896 -0.555 0.495
H 1.355 -0.576 2.191
H -0.578 -0.955 0.690
H -1.808 0.653 1.625
H 0.232 1.729 -0.527
H -1.349 0.938 -0.789
H 0.151 -1.481 -2.912
```

Highest occupied orbital energy, eV: -10.47
Total energy, eV: -10420.0645
LUMO energy, hartree: 0.0310
Orbital gap, eV: 11.31

In elementary charge units, the Löwdin charges are: -0.036 -0.434 -0.027 -0.128 -0.022 -0.343 0.071 0.089 0.084 0.085 0.143 0.100 0.139 0.131 0.147

# C4H8O3

A cluster of 2 separate species, C4H8O3 in total (ωB97M-V with the def2-TZVPD basis set, the Open Molecules 2025 dataset).

The geometry in XYZ format:
```
15
Properties=species:S:1:pos:R:3
O 1.173 0.034 0.409
C 0.057 -0.154 0.836
O -1.031 0.418 0.325
C -0.092 -1.146 1.984
O -1.401 -1.298 2.429
H -0.883 0.595 -0.718
H 0.328 -2.111 1.659
H 0.564 -0.825 2.802
H -1.917 -0.777 1.805
C -0.147 0.977 -2.077
C 1.104 0.746 -1.669
H -0.660 0.201 -2.617
H -0.424 2.018 -2.122
H 1.719 1.505 -1.204
H 1.608 -0.183 -1.843
```

Highest occupied orbital energy, eV: -9.50
Total energy, eV: -10418.2602
LUMO energy, hartree: 0.0289
Orbital gap, eV: 10.28

In elementary charge units, the Löwdin charges are: 0.047 -0.478 0.057 -0.174 -0.037 0.080 0.135 0.132 0.074 -0.120 -0.044 0.077 0.081 0.090 0.081

# C4H8O3

The molecule C4H8O3 (ωB97M-V with the def2-TZVPD basis set, the Open Molecules 2025 dataset).

The geometry in XYZ format:
```
15
Properties=species:S:1:pos:R:3
O 1.104 -0.763 -1.242
C 0.606 -0.569 -0.149
C 1.466 -0.078 0.993
O 2.796 0.073 0.607
C -0.878 -0.747 0.095
C -1.630 0.340 -0.666
O -1.169 1.595 -0.190
H 1.026 0.875 1.332
H 1.368 -0.791 1.829
H 2.820 -0.183 -0.331
H -1.185 -1.735 -0.266
H -1.109 -0.673 1.163
H -1.432 0.221 -1.738
H -2.712 0.239 -0.501
H -1.071 2.195 -0.936
```

Highest occupied orbital energy, eV: -10.19
Total energy, eV: -10419.7133
LUMO energy, hartree: 0.0272
Orbital gap, eV: 10.93

In elementary charge units, the Löwdin charges are: 0.091 -0.373 -0.208 -0.042 -0.104 -0.253 -0.056 0.134 0.136 0.082 0.131 0.123 0.124 0.118 0.096

# C4H8O3

A structure of composition C4H8O3 (ωB97M-V with the def2-TZVPD basis set, the Open Molecules 2025 dataset).

The geometry in XYZ format:
```
15
Properties=species:S:1:pos:R:3
C -2.872 0.137 -0.378
O -2.087 -0.868 0.299
C -0.770 -0.688 0.197
O -0.441 0.442 -0.312
C 0.901 -0.013 0.824
C 1.942 -0.025 -0.261
O 3.180 -0.004 0.416
H -2.504 0.238 -1.403
H -3.890 -0.239 -0.352
H -2.818 1.114 0.112
H 0.872 0.930 1.374
H 1.010 -0.850 1.503
H 1.805 -0.934 -0.860
H 1.799 0.848 -0.911
H 3.871 -0.087 -0.249
```

Highest occupied orbital energy, eV: -8.36
Total energy, eV: -10415.3098
LUMO energy, hartree: 0.0210
Orbital gap, eV: 8.94

In elementary charge units, the Löwdin charges are: -0.072 -0.072 -0.270 -0.043 -0.028 -0.284 -0.054 0.088 0.088 0.089 0.121 0.095 0.127 0.124 0.091

# C4H8O3

The molecule C4H8O3 (ωB97M-V with the def2-TZVPD basis set, the Open Molecules 2025 dataset).

The geometry in XYZ format:
```
15
Properties=species:S:1:pos:R:3
C -2.540 0.094 0.161
C -1.290 -0.630 -0.263
O -0.196 0.317 -0.168
C 1.030 -0.200 -0.043
O 1.295 -1.382 0.019
C 2.112 0.878 0.027
O 3.362 0.272 0.206
H -2.489 0.301 1.234
H -2.669 1.037 -0.382
H -3.408 -0.548 -0.027
H -1.333 -0.979 -1.301
H -1.042 -1.499 0.353
H 2.079 1.465 -0.905
H 1.869 1.564 0.854
H 3.219 -0.689 0.234
```

Highest occupied orbital energy, eV: -10.54
Total energy, eV: -10420.2403
LUMO energy, hartree: 0.0303
Orbital gap, eV: 11.36

In elementary charge units, the Löwdin charges are: -0.070 -0.212 0.000 -0.459 0.105 -0.163 -0.048 0.081 0.083 0.082 0.129 0.121 0.134 0.134 0.083